C22H40IrN3O7P2S as an isolated structure. Source: the Open Molecules 2025 dataset; level of theory: ωB97M-V with the def2-TZVPD basis set.

Net charge: +1
LUMO (spin up / spin down) in eV: -3.8 / -4.3
HOMO-LUMO gap (spin up / spin down) in Eh: 0.2472 / 0.2277
HOMO energy (spin up / spin down) in eV: -10.49 / -10.54
Spin multiplicity: 2
ΔE to the lowest compared entry with this formula, charge and spin in eV: 1.009
Energy in eV: -74516.40702

Geometry (Å):
Ir1 -1.9882 0.6895 -1.3622
N1 -5.9651 1.9507 -2.6295
C1 -4.9195 1.2313 -2.1741
S1 -4.0805 1.8060 -0.7686
N2 -4.6420 0.1203 -2.7299
N3 -3.4999 -0.5082 -2.3143
C2 -3.4987 -1.7822 -2.5536
C3 -2.5344 -2.7533 -2.2184
C4 -2.8252 -4.1111 -2.4794
C5 -1.9365 -5.1005 -2.1704
C6 -0.7008 -4.7505 -1.6002
C7 -0.3969 -3.4379 -1.3458
C8 -1.3088 -2.3983 -1.6487
O1 -0.9577 -1.1652 -1.4515
H1 -6.2866 2.7594 -2.1310
H2 -6.4941 1.6045 -3.4111
H3 -4.3928 -2.1404 -3.0540
H4 -3.7769 -4.3591 -2.9346
H5 -2.1652 -6.1353 -2.3813
H6 0.0230 -5.5217 -1.3700
H7 0.5633 -3.1407 -0.9437
C9 0.7365 3.7109 1.7548
C10 -0.4289 2.7660 1.5790
C11 -1.7132 3.2674 2.2045
O2 -0.0366 1.4943 2.2123
P1 -0.6128 0.1120 1.7362
O3 -1.7658 0.2249 0.7989
C12 0.7937 -0.7830 1.0691
P2 1.4088 0.0976 -0.3780
O4 0.4215 0.9594 -1.0759
O5 2.5886 1.0359 0.0759
C13 3.8085 0.5801 0.7202
C14 3.8368 1.1476 2.1267
C15 4.9812 1.0739 -0.1012
O6 2.0528 -1.0892 -1.1806
C16 2.6000 -0.9039 -2.5262
C17 3.8517 -1.7487 -2.6193
C18 1.5583 -1.3097 -3.5485
O7 -1.1055 -0.7046 2.9695
C19 -0.7537 -0.6246 4.3859
C20 -1.3128 0.6451 4.9963
C21 0.7423 -0.7679 4.5842
H8 0.4738 4.6868 1.3477
H9 1.6122 3.3323 1.2285
H10 0.9769 3.8270 2.8127
H11 -0.5878 2.5789 0.5164
H12 -1.5761 3.4413 3.2727
H13 -2.5146 2.5406 2.0658
H14 -2.0043 4.2048 1.7309
H15 0.4552 -1.7693 0.7541
H16 1.5692 -0.8840 1.8285
H17 3.8095 -0.5139 0.7518
H18 3.9073 2.2349 2.0826
H19 4.6995 0.7633 2.6702
H20 2.9309 0.8855 2.6753
H21 4.9339 2.1600 -0.1831
H22 4.9740 0.6494 -1.1044
H23 5.9149 0.7950 0.3867
H24 2.8479 0.1541 -2.6530
H25 3.6033 -2.7976 -2.4523
H26 4.5941 -1.4485 -1.8803
H27 4.2859 -1.6431 -3.6129
H28 1.2976 -2.3611 -3.4192
H29 1.9518 -1.1662 -4.5544
H30 0.6579 -0.7088 -3.4262
H31 -1.2649 -1.4877 4.8085
H32 -0.7560 1.5147 4.6497
H33 -1.2472 0.5941 6.0826
H34 -2.3589 0.7630 4.7137
H35 1.2651 0.0909 4.1570
H36 1.1062 -1.6847 4.1184
H37 0.9666 -0.8133 5.6490
C22 -1.6416 2.3154 -2.6287
H38 -2.0897 2.0759 -3.5936
H39 -0.5628 2.4247 -2.7029
H40 -2.0980 3.2046 -2.2037

Forces on atoms 1 to 6 (eV/Å):
-0.93 -3.36 -0.83
0.00 0.08 0.10
-0.32 0.29 0.26
1.85 0.48 0.22
-0.21 -0.52 -1.22
0.98 1.80 0.98

Results of the Löwdin charge analysis, in e, for atoms 1 through 6:
1. Ir 1.30
2. N 0.10
3. C -0.86
4. S 0.67
5. N -0.02
6. N -0.12